(1)
The following is a DFT calculation (the ωB97M-V functional and the def2-TZVPD basis) of C22H38IN2O10PTa as an isolated structure.

Results
lowest unoccupied orbital energy	1.7	eV
total energy	-65822.265	eV
charge	-1

Geometry as XYZ:
```
75
Properties=species:S:1:pos:R:3:lowdin_charge:R:1
C 4.9667 0.0774 8.7811 -0.298
C 5.1942 -0.2942 7.1979 -0.483
Ta 3.1146 -1.0580 6.4257 1.348
N 3.5448 -0.8059 4.3534 -0.176
C 4.7916 -0.5818 3.9224 -0.432
C 6.1990 -1.3539 4.2249 -0.103
C 4.9187 0.5910 2.7296 -0.108
O 3.8216 -3.1312 6.2951 -0.442
C 2.9014 -3.7150 5.2714 -0.364
N 1.9648 -4.1780 4.4722 0.028
P 2.3225 1.4545 6.6907 0.151
O 0.7902 1.4146 7.5710 -0.590
I 1.8013 2.3490 4.4488 0.285
H 4.4380 -0.8697 9.2817 0.036
H 4.1914 0.9495 8.8128 0.019
H 5.9550 0.2641 9.3737 0.053
H 5.6563 0.5607 6.5510 0.033
H 5.9092 -1.2430 7.1700 0.046
H 1.3600 -1.5594 5.9564 -0.128
H 2.6534 -1.4266 8.1701 -0.121
H 6.7746 -1.5710 3.2028 0.088
H 6.1391 -2.2784 4.9371 0.070
H 6.8927 -0.5647 4.7899 0.087
H 5.9379 0.5677 2.1720 0.059
H 4.1096 0.2291 1.9265 0.088
H 4.5586 1.6445 3.0820 0.023
H 0.1710 2.1290 7.1966 0.028
O -2.0311 0.9035 1.3069 0.088
C -1.7159 -0.1100 1.9084 -0.450
O -2.2245 -1.3499 1.6471 -0.002
C -1.7190 -2.2754 2.6081 -0.166
C -0.4551 -1.6493 3.1368 -0.172
C -0.7603 -0.1747 3.0611 -0.112
H -2.4730 -2.4138 3.3901 0.128
H -1.5266 -3.2387 2.1267 0.128
H -0.1932 -1.9909 4.1417 0.085
H 0.3831 -1.8855 2.4699 0.125
H -1.2638 0.1835 3.9633 0.137
H 0.1395 0.4115 2.8607 0.052
O -4.1370 1.2642 -3.4965 0.085
C -4.3440 0.3412 -2.7262 -0.435
O -4.7697 -0.8988 -3.1073 0.028
C -5.0116 -1.6889 -1.9441 -0.171
C -4.1950 -1.0492 -0.8519 -0.172
C -4.2167 0.4091 -1.2345 -0.079
H -6.0846 -1.6704 -1.7261 0.127
H -4.7055 -2.7225 -2.1302 0.128
H -4.5873 -1.2447 0.1496 0.122
H -3.1649 -1.4238 -0.8910 0.122
H -5.0896 0.9245 -0.8243 0.141
H -3.2941 0.9148 -0.9401 0.120
O -2.3077 5.2197 -8.0572 0.091
C -2.8451 4.3252 -7.4254 -0.463
O -2.2838 3.6969 -6.3510 0.026
C -3.1392 2.6354 -5.9298 -0.180
C -4.5043 2.9912 -6.4579 -0.165
C -4.1832 3.7253 -7.7352 -0.092
H -2.7630 1.6963 -6.3491 0.114
H -3.1296 2.5652 -4.8382 0.102
H -5.1496 2.1209 -6.6038 0.123
H -5.0065 3.6717 -5.7595 0.127
H -4.0810 3.0419 -8.5827 0.133
H -4.9228 4.5004 -7.9491 0.129
O -0.2508 -3.1119 -7.9097 0.097
C 0.0059 -1.9861 -7.5162 -0.461
O 1.2344 -1.5867 -7.0741 0.028
C 1.1456 -0.2470 -6.5913 -0.167
C -0.0712 0.3370 -7.2602 -0.168
C -0.9767 -0.8602 -7.4021 -0.092
H 1.0476 -0.2745 -5.5010 0.132
H 2.0564 0.3000 -6.8517 0.129
H -0.5189 1.1599 -6.6968 0.107
H 0.1973 0.7142 -8.2545 0.127
H -1.5927 -1.0123 -6.5115 0.136
H -1.5995 -0.7883 -8.2967 0.131
```

***

(2)
The following is a DFT calculation (the ωB97M-V functional and the def2-TZVPD basis) of C22H38N2O6Si2 as an isolated structure.

Results
lowest unoccupied orbital energy	0.6	eV
total energy	-54454.114	eV

Geometry as XYZ:
```
70
Properties=species:S:1:pos:R:3:nbo_charge:R:1
C 4.2117 6.1080 1.8486 -0.740
C 3.9400 6.0793 0.3693 0.815
O 4.6352 6.5940 -0.4521 -0.541
O 2.7923 5.4097 0.0223 -0.556
C 3.0294 4.0391 -0.3313 -0.060
C 1.7984 3.4648 -1.0200 -0.415
C 1.5797 2.0075 -0.6251 -0.392
C 0.5534 1.2755 -1.5029 -0.898
Si 0.1199 -0.3951 -0.7666 1.712
C -1.5796 -0.9791 -1.2694 -0.911
C -2.6531 0.1148 -1.1202 -0.406
C -3.9276 -0.3492 -0.4133 -0.215
N -4.8958 -0.9900 -1.3011 -0.634
C -6.1677 -0.2876 -1.4228 -0.237
C -6.9564 -0.4030 -0.1374 -0.119
C -7.2534 -1.6574 0.3924 -0.166
C -7.9560 -1.7963 1.5804 -0.240
C -8.3736 -0.6641 2.2716 -0.194
C -8.0939 0.5938 1.7600 -0.309
C -7.3998 0.7190 0.5599 0.364
O -7.1138 1.9675 0.0516 -0.702
O 1.2737 -1.4867 -1.2491 -1.235
Si 2.5592 -1.9679 -0.3265 1.828
C 2.8233 -3.7971 -0.6194 -0.910
C 2.6858 -4.6534 0.6395 -0.514
C 3.9360 -4.6810 1.4690 0.804
O 5.0298 -4.3760 1.0850 -0.590
O 3.7068 -5.1057 2.7456 -0.708
N 3.9519 -1.1362 -0.8710 -0.948
C 5.1195 -1.2893 -0.3871 0.452
C 5.4615 -1.1013 1.0683 -0.712
C 6.2931 -1.6131 -1.2670 -0.695
H 4.4623 7.1240 2.1456 0.244
H 3.3469 5.7730 2.4131 0.230
H 5.0731 5.4786 2.0683 0.242
H 3.2576 3.4510 0.5650 0.163
H 3.8977 3.9837 -0.9909 0.185
H 1.9483 3.4958 -2.0992 0.205
H 0.9312 4.0653 -0.7477 0.217
H 1.2783 1.9410 0.4239 0.199
H 2.5320 1.4701 -0.6997 0.206
H 0.9752 1.1316 -2.4997 0.238
H -0.3578 1.8736 -1.5876 0.226
H 0.1237 -0.2269 0.7106 -0.234
H -1.4989 -1.3185 -2.3062 0.235
H -1.8237 -1.8638 -0.6776 0.236
H -2.8939 0.5509 -2.0915 0.207
H -2.2533 0.9451 -0.5270 0.198
H -4.3868 0.4991 0.0987 0.193
H -3.6353 -1.0535 0.3719 0.182
H -4.4911 -1.1657 -2.2088 0.359
H -6.0491 0.7728 -1.6618 0.190
H -6.7321 -0.7681 -2.2234 0.206
H -6.9111 -2.5346 -0.1409 0.221
H -8.1814 -2.7790 1.9699 0.212
H -8.9068 -0.7613 3.2066 0.213
H -8.3982 1.4840 2.2961 0.208
H -7.8508 2.5518 0.2500 0.481
H 2.2566 -1.7338 1.1104 -0.259
H 3.8108 -3.9482 -1.0541 0.254
H 2.1030 -4.1453 -1.3613 0.249
H 2.5024 -5.6966 0.3621 0.241
H 1.8483 -4.3731 1.2786 0.238
H 4.3880 -5.7461 2.9860 0.496
H 4.5747 -0.8940 1.6602 0.227
H 6.1217 -0.2316 1.1322 0.229
H 6.0259 -1.9480 1.4567 0.243
H 7.0627 -0.8422 -1.1707 0.223
H 5.9785 -1.6551 -2.3048 0.234
H 6.7416 -2.5491 -0.9343 0.239
```

***

(3)
The following is a DFT calculation (the ωB97M-V functional and the def2-TZVPD basis) of an isolated ion of composition C22H38N3O4 and charge +1.

Results
SMILES string	CCOc1cc(CNCCC[NH+]2CCOCC2)ccc1OCC(=O)NC(C)(C)C
lowest unoccupied orbital energy	-2.0	eV
total energy	-36085.559	eV
charge	+1

Geometry as XYZ:
```
67
Properties=species:S:1:pos:R:3:nbo_charge:R:1
C 4.6510 3.7531 -1.2724 -0.618
C 3.9154 3.0207 -0.1623 -0.064
O 2.5779 2.8328 -0.5877 -0.493
C 1.6806 2.2929 0.2626 0.353
C 1.9717 1.7760 1.5138 -0.329
C 0.9689 1.2286 2.3142 -0.060
C 1.3115 0.4943 3.5799 -0.233
N 1.4563 -0.9466 3.2771 -0.638
C 2.6762 -1.2519 2.5176 -0.240
C 2.5711 -2.6209 1.8465 -0.428
C 1.4052 -2.6521 0.8626 -0.216
N 0.1236 -2.3987 1.5601 -0.437
C -0.3562 -3.5846 2.2984 -0.255
C -1.6721 -3.2556 3.0088 -0.082
O -2.6500 -2.8688 2.0830 -0.503
C -2.2427 -1.7213 1.3788 -0.086
C -0.9327 -1.9572 0.6261 -0.279
C -0.3414 1.2794 1.8798 -0.236
C -0.6535 1.7857 0.6271 -0.264
C 0.3458 2.2427 -0.2124 0.274
O 0.1751 2.6986 -1.4776 -0.464
C -1.0345 2.4597 -2.1437 -0.160
C -1.3131 0.9624 -2.3727 0.671
O -0.7641 0.0905 -1.7210 -0.668
N -2.2275 0.7500 -3.3275 -0.612
C -2.7133 -0.5584 -3.7892 0.123
C -3.3730 -1.2891 -2.6174 -0.614
C -1.5361 -1.3690 -4.3348 -0.621
C -3.7350 -0.2957 -4.8920 -0.616
H 4.1770 4.7121 -1.4595 0.221
H 4.6199 3.1682 -2.1871 0.217
H 5.6857 3.9157 -0.9859 0.220
H 3.9359 3.6122 0.7630 0.176
H 4.3907 2.0475 0.0296 0.165
H 2.9845 1.8037 1.8856 0.225
H 0.5026 0.5954 4.3060 0.218
H 2.2314 0.8908 4.0250 0.198
H 1.4714 -1.4630 4.1545 0.383
H 2.7731 -0.4896 1.7420 0.221
H 3.5695 -1.2107 3.1519 0.205
H 3.4927 -2.8151 1.2986 0.248
H 2.4702 -3.4059 2.5975 0.208
H 1.5360 -1.8610 0.1208 0.233
H 1.3559 -3.6111 0.3407 0.222
H 0.4216 -1.6211 2.3047 0.490
H 0.3908 -3.8992 3.0260 0.221
H -0.5289 -4.3963 1.5860 0.224
H -2.0568 -4.1406 3.5171 0.224
H -1.5059 -2.4580 3.7503 0.169
H -3.0403 -1.4937 0.6716 0.223
H -2.1274 -0.8774 2.0718 0.172
H -0.6266 -1.0431 0.1128 0.286
H -1.0806 -2.7468 -0.1162 0.216
H -1.1347 0.9362 2.5259 0.207
H -1.6831 1.7912 0.3081 0.220
H -1.8888 2.9015 -1.6091 0.197
H -0.9244 2.9678 -3.1050 0.221
H -2.6009 1.5494 -3.8150 0.403
H -3.7512 -2.2526 -2.9454 0.218
H -2.6453 -1.4443 -1.8265 0.213
H -4.2023 -0.7047 -2.2254 0.211
H -1.0790 -0.8527 -5.1753 0.215
H -0.7863 -1.5038 -3.5606 0.229
H -1.8782 -2.3437 -4.6697 0.216
H -4.5687 0.2921 -4.5137 0.214
H -4.1256 -1.2374 -5.2664 0.231
H -3.2765 0.2355 -5.7231 0.216
```

***

Q: total energy of number 3 (C22H38N3O4)?
A: -36085.559 eV

***

Q: Among the records above, which one has the lowest total energy?
A: C22H38IN2O10PTa

***

Q: Among the records above, which one has the highest total energy?
A: C22H38N3O4

***

Q: Among the records above, which one has the highest lowest unoccupied orbital energy?
A: C22H38IN2O10PTa